The following is a quantum chemistry calculation of a structure of composition C16H20N4STeV, from the Open Molecules 2025 dataset.

Spin multiplicity ... 4
Frontier orbital gap (alpha / beta) ... 6.43 / 6.40 eV
Total charge ... 0
Expectation value of S² ... 3.9124
ΔE to the lowest compared entry with this formula, charge and spin ... 0.1264 eV
LUMO level (alpha / beta) ... -1.0 / -1.1 eV

Geometry as XYZ:
```
43
Properties=species:S:1:pos:R:3:forces:R:3:mulliken_spin:R:1
V 2.3398 0.1691 -0.5318 0.63 0.22 -0.75 3.049
S 0.4455 1.4697 -1.2397 0.17 -0.09 0.22 -0.036
C -0.0256 1.1319 0.4336 0.15 -0.34 -0.26 -0.075
N -0.6728 1.9669 1.2074 -0.10 0.01 0.11 0.165
N -0.9201 3.1516 0.7141 -0.01 0.01 -0.01 0.122
C -1.6072 4.1270 1.4476 0.06 -0.07 -0.04 -0.036
C -1.7682 5.3834 0.8751 -0.03 0.07 0.00 0.038
C -2.4388 6.3741 1.5738 0.01 -0.01 -0.03 -0.021
C -2.9482 6.1195 2.8387 0.00 -0.05 0.03 0.033
C -2.7847 4.8581 3.3997 -0.02 0.07 -0.02 -0.015
C -2.1189 3.8579 2.7128 0.04 -0.08 -0.01 0.033
N 0.1868 -0.0854 1.0536 -0.54 -0.06 0.41 0.083
N 0.9855 -0.9041 0.5027 -0.03 0.14 -0.03 -0.192
C 1.0438 -2.2142 1.0469 -0.03 0.04 0.01 -0.022
C 0.1392 -2.6709 1.9976 -0.05 0.04 0.06 -0.027
C 0.2575 -3.9653 2.4723 0.04 -0.03 -0.02 0.020
C 1.2640 -4.8002 1.9979 -0.02 0.03 0.01 -0.039
C 2.1527 -4.3403 1.0361 -0.01 -0.03 0.02 0.027
C 2.0407 -3.0472 0.5543 0.01 0.07 -0.07 0.004
H -0.5633 3.3626 -0.2166 -0.02 0.05 0.02 -0.008
H -1.3682 5.5817 -0.1124 0.00 0.00 0.00 0.001
H -2.5615 7.3513 1.1254 0.00 0.00 0.00 -0.001
H -3.4673 6.8968 3.3827 -0.01 -0.01 0.00 0.002
H -3.1815 4.6496 4.3847 0.00 0.00 0.00 -0.001
H -1.9851 2.8724 3.1352 -0.01 0.02 0.03 0.007
H -0.6405 -2.0092 2.3480 0.01 -0.02 0.01 -0.004
H -0.4416 -4.3294 3.2135 0.00 0.00 0.00 0.001
H 1.3497 -5.8112 2.3736 -0.01 0.00 0.00 -0.002
H 2.9279 -4.9930 0.6575 0.01 0.01 -0.01 0.001
H 2.7060 -2.6703 -0.2159 0.01 -0.06 0.02 -0.032
C 3.9269 -0.5039 -1.7810 -0.32 -0.02 0.20 -0.085
H 4.1983 0.3070 -2.4681 0.01 0.01 0.01 -0.003
H 3.6687 -1.3700 -2.3972 0.01 0.01 -0.02 0.007
H 4.8319 -0.7621 -1.2155 -0.01 0.00 0.02 -0.001
C -1.6990 -1.8446 -3.5451 0.05 -0.02 0.04 0.001
Te 0.4242 -1.9404 -3.4162 0.10 0.05 0.07 0.002
C 0.5811 -3.7554 -4.5300 -0.04 0.08 -0.01 0.003
H -2.0040 -1.7645 -4.5847 -0.01 0.02 0.00 0.000
H -2.0077 -0.9558 -2.9991 -0.03 0.00 -0.01 0.000
H -2.1334 -2.7280 -3.0847 -0.03 0.02 0.00 0.000
H 0.0217 -4.5469 -4.0388 0.02 -0.01 0.01 0.000
H 1.6355 -4.0199 -4.5688 -0.01 -0.03 -0.01 0.000
H 0.2101 -3.5983 -5.5395 0.01 -0.03 0.00 0.000
```
Forces are in eV/Å.